A 4-piece molecular cluster, C52H114F3O2P3 overall at a distorted geometry. Source: the OMol25 dataset; level of theory: wB97M-V/def2-TZVPD.

Atoms and positions in Å:
C: -1.77056 -5.47195 -2.44687
C: -1.25802 -4.62696 -3.64112
C: -2.42862 -4.31695 -4.58677
C: -1.95989 -4.02266 -6.02156
P: -1.02157 -2.49115 -6.32335
C: 0.66171 -2.80286 -5.62311
C: 1.80934 -2.16139 -6.45233
C: 3.18520 -2.52453 -5.89478
C: 3.37402 -2.13328 -4.44348
C: -1.84636 -1.18880 -5.33525
C: -1.08453 0.13207 -5.24332
C: -1.94385 1.25693 -4.63600
C: -1.20202 2.58395 -4.44982
C: -1.14297 -2.12625 -8.10187
C: -0.28499 -0.99697 -8.69911
C: -1.21268 0.19792 -9.06990
C: -0.36234 1.22659 -9.84212
H: -2.02901 -6.48094 -2.77455
H: -2.69315 -4.98507 -2.12570
H: -1.03066 -5.62329 -1.66413
H: -0.54164 -5.27705 -4.15202
H: -0.78847 -3.70683 -3.29992
H: -2.91159 -3.41182 -4.21423
H: -3.14326 -5.13507 -4.51658
H: -2.89768 -3.73721 -6.52358
H: -1.56135 -4.90901 -6.51300
H: 0.73724 -3.87956 -5.50386
H: 0.73293 -2.23928 -4.69016
H: 1.77960 -1.07322 -6.41766
H: 1.69354 -2.56469 -7.45963
H: 3.90930 -1.98205 -6.51441
H: 3.47570 -3.56384 -6.06739
H: 4.41518 -1.96429 -4.18318
H: 2.87894 -2.91354 -3.85951
H: 2.85061 -1.20367 -4.19075
H: -1.98873 -1.58356 -4.32793
H: -2.81895 -1.07996 -5.83002
H: -0.67295 0.39939 -6.22149
H: -0.17728 -0.13633 -4.68212
H: -2.41128 0.93392 -3.70939
H: -2.65072 1.30115 -5.47211
H: -0.81649 3.08449 -5.33259
H: -0.39674 2.45514 -3.72304
H: -1.94704 3.19861 -3.93915
H: -2.19262 -1.96195 -8.36181
H: -1.00963 -3.11918 -8.55228
H: 0.21162 -1.32163 -9.60980
H: 0.43942 -0.59235 -8.00303
H: -1.61172 0.69493 -8.18702
H: -1.99781 -0.06022 -9.78125
H: 0.29760 1.78023 -9.16605
H: -1.05726 1.96982 -10.23694
H: 0.29279 0.84164 -10.62056
C: -4.32464 -4.17792 1.88701
C: -2.90326 -3.60975 1.86757
C: -2.21855 -3.63058 3.23349
C: -2.87763 -2.94332 4.43076
P: -2.85470 -1.09484 4.22734
C: -1.10879 -0.73802 4.13602
C: -0.33226 -1.34195 5.32035
C: 1.10185 -0.79402 5.26410
C: 2.16426 -1.66829 5.98990
C: -3.34422 -0.38890 2.57017
C: -3.64913 1.11013 2.49042
C: -4.06628 1.40721 1.07411
C: -4.12583 2.93622 0.86298
C: -3.43482 -0.09611 5.66738
C: -2.78537 1.22526 6.04329
C: -3.48031 1.80360 7.27660
C: -3.07537 3.26458 7.57724
H: -5.01767 -3.62434 2.53115
H: -4.32419 -5.20877 2.23893
H: -4.83667 -4.07757 0.92824
H: -2.87334 -2.58504 1.50073
H: -2.25042 -4.16270 1.19277
H: -1.18479 -3.31974 3.06465
H: -2.14420 -4.67890 3.54339
H: -2.30091 -3.18727 5.31925
H: -3.91258 -3.24848 4.58501
H: -0.93451 0.33989 4.13302
H: -0.73807 -1.05133 3.15340
H: -0.15501 -2.41819 5.32003
H: -0.81220 -1.08647 6.26742
H: 1.26913 0.22664 5.63755
H: 1.48291 -0.59317 4.25439
H: 2.46779 -2.46531 5.30912
H: 1.71252 -2.08537 6.88714
H: 3.03682 -1.04234 6.16067
H: -4.02779 -1.12073 2.13944
H: -2.42435 -0.49756 1.98204
H: -2.78108 1.64302 2.87628
H: -4.53847 1.19412 3.12667
H: -5.03382 0.92783 0.89764
H: -3.42229 0.99090 0.29152
H: -3.08038 3.23890 0.94139
H: -4.87096 3.29173 1.57241
H: -4.41919 3.24882 -0.13934
H: -3.74217 -0.67603 6.54008
H: -4.41494 0.19398 5.25483
H: -2.89499 1.89519 5.18660
H: -1.73451 1.23123 6.35151
H: -3.35717 1.18520 8.16795
H: -4.55614 1.75845 7.07610
H: -2.32611 3.74782 6.94922
H: -2.85150 3.42018 8.62682
H: -3.97223 3.80419 7.25974
C: 3.93861 2.85368 -3.22529
C: 3.14698 3.48076 -2.07330
C: 2.19377 2.49788 -1.38229
C: 1.50727 2.86645 -0.05227
P: 2.41439 2.56590 1.47103
C: 1.21332 2.59669 2.85417
C: 0.13216 3.66864 2.78475
C: -0.95174 3.50274 3.86531
C: -2.12188 4.44714 3.67169
C: 3.35390 1.01923 1.49027
C: 3.84418 0.38211 2.80609
C: 4.32453 -1.06407 2.56972
C: 4.88595 -1.71875 3.83179
C: 3.54755 3.96909 1.66115
C: 4.33815 3.92835 2.98652
C: 5.28839 5.11949 3.26866
C: 4.57931 6.41313 3.55876
H: 3.28603 2.47006 -4.01260
H: 4.43612 1.92690 -2.91094
H: 4.70368 3.53050 -3.59427
H: 2.56555 4.24848 -2.58858
H: 3.80916 3.87792 -1.30385
H: 2.63839 1.49998 -1.43424
H: 1.33678 2.29047 -2.03550
H: 0.62350 2.22483 -0.03438
H: 1.26615 3.92789 0.04053
H: 1.90290 2.83477 3.66824
H: 0.70483 1.63569 2.95620
H: -0.40025 3.63892 1.82898
H: 0.61295 4.64780 2.86465
H: -0.42932 3.52879 4.82604
H: -1.41933 2.51104 3.85074
H: -2.64135 4.21394 2.73953
H: -1.81304 5.49056 3.56748
H: -2.82063 4.39530 4.50552
H: 4.21494 1.23154 0.84615
H: 2.74668 0.26203 0.98440
H: 2.99934 0.29230 3.49905
H: 4.61342 0.92004 3.35824
H: 5.12856 -1.00901 1.82547
H: 3.53696 -1.64444 2.08859
H: 5.55766 -2.50647 3.51115
H: 4.02479 -2.03305 4.42820
H: 5.32368 -0.95500 4.47639
H: 2.86711 4.82921 1.69642
H: 4.19085 4.13814 0.79810
H: 4.92673 3.01076 3.01429
H: 3.63459 3.89209 3.82213
H: 5.92795 5.20842 2.38455
H: 5.93223 4.78598 4.08196
H: 3.87021 6.72967 2.79152
H: 5.31242 7.21981 3.61122
H: 4.05815 6.34580 4.51565
C: -0.31632 -1.11324 0.23181
O: 0.01236 -2.46115 0.62814
O: 0.14263 -0.21056 1.10923
C: 0.03807 -0.79225 -1.22961
F: 1.30863 -0.41692 -1.39709
F: -0.21261 -1.84440 -2.04605
F: -0.77284 0.18352 -1.71410
C: 1.28020 -2.98841 0.26321
C: 1.26846 -4.45529 0.68173
H: 2.24556 -4.93796 0.71492
H: 0.98111 -4.45201 1.74395
H: 0.51902 -5.12046 0.25566
H: 2.06732 -2.42796 0.76418
H: 1.38694 -2.99906 -0.82584
H: -1.41352 -1.26346 0.25719

Values from the calculation:
LUMO in eV: -3.1
Gap between HOMO and LUMO in eV: 8.660
Charge: +2
E_HOMO in eV: -11.74